The following is a DFT calculation (the ωB97M-V functional and the def2-TZVPD basis) of a structure of composition C25H26As2N3O9PbS.

## Properties
- Relative energy (zero: lowest compared OMol25 entry of this formula, charge and spin): 8.5 kcal/mol
- Lowest unoccupied orbital energy (spin up / spin down): -7.20 / -8.54 eV
- M: 901.6 g/mol
- Kohn-Sham gap (spin up / spin down): 6.795 / 5.448 eV

Structure (ORCA input):
```
! RIJCOSX wB97M-V def2-TZVPD def2/J DEFGRID3
* xyz 2 2
Pb -1.43076 -0.66471 2.09161
O -3.14638 0.20202 1.02555
N -3.05256 0.65316 -0.23694
C -4.17846 1.21449 -0.73279
C -4.21183 1.69560 -2.01311
C -3.06033 1.59572 -2.79469
C -1.92714 1.02514 -2.26535
C -1.90855 0.53931 -0.95213
S -0.47395 -0.18993 -0.28741
H -5.00435 1.23322 -0.03880
H -5.12217 2.13608 -2.39008
H -3.05681 1.96346 -3.81073
H -1.02489 0.93091 -2.85071
N -5.37897 -3.92230 -2.11352
C -4.58283 -4.02365 -1.29364
C -3.58493 -4.10100 -0.27003
C -3.06686 -5.31681 0.16879
C -2.09934 -5.30281 1.16024
C -1.68172 -4.08492 1.66938
N -2.17360 -2.91877 1.24073
C -3.11069 -2.92439 0.29687
H -3.42043 -6.24568 -0.25670
H -1.67810 -6.22216 1.53739
H -0.93784 -4.03843 2.45483
H -3.50210 -1.96562 -0.01459
C 1.35764 3.01987 5.02441
O 2.36750 2.36881 4.19872
C 1.95863 1.57511 3.24592
O 0.81661 1.31030 2.94948
C 3.09369 0.95560 2.47368
C 4.28254 0.52282 2.91865
As 5.35687 2.24214 3.35720
C 6.98211 1.38485 4.02051
C 5.67849 2.16485 1.38544
C 4.85130 1.85437 0.38776
As 3.02346 1.10474 0.53455
C 2.04879 2.78139 0.33017
C 5.10502 2.29277 -1.03405
O 5.20831 3.45569 -1.29774
O 5.10941 1.36145 -1.99216
C 5.16560 -0.03968 -1.69605
C 6.90482 3.04383 1.33188
O 6.91344 3.87112 2.22532
O 7.91408 2.91938 0.51683
C 8.12005 1.77689 -0.32789
C 4.92875 -0.74250 2.43638
O 6.02181 -0.80458 1.94009
O 4.09775 -1.74901 2.63691
C 4.62894 -3.06785 2.33538
H 1.83048 3.16899 5.98894
H 0.48026 2.38399 5.10409
H 1.10950 3.97254 4.56278
H 6.81100 1.13282 5.06686
H 7.74669 2.16130 3.97698
H 7.28674 0.51367 3.45357
H 2.48678 3.56217 0.94940
H 1.00327 2.60828 0.56158
H 2.15216 3.06359 -0.71813
H 5.78543 -0.48565 -2.47020
H 4.16258 -0.46694 -1.74846
H 5.61189 -0.23440 -0.72007
H 9.19205 1.60056 -0.32031
H 7.79695 2.01160 -1.33941
H 7.60795 0.90099 0.07226
H 3.98816 -3.76564 2.86212
H 5.65626 -3.14123 2.68290
H 4.58569 -3.23329 1.26076
*
```

The following is a DFT calculation (the ωB97M-V functional and the def2-TZVPD basis) of a structure of composition C59H68Br3F5O21 in a non-equilibrium geometry.

## Properties
- Lowest unoccupied orbital energy: -0.71 eV
- M: 1447.9 g/mol
- Kohn-Sham gap: 8.450 eV

Structure (ORCA input):
```
! RIJCOSX wB97M-V def2-TZVPD def2/J DEFGRID3
* xyz 0 1
C 0.57250 -0.47465 3.00797
C -0.56195 -0.74709 1.99554
C -0.70748 0.34040 0.95497
O -0.76003 -0.40447 -0.22546
C -0.29002 -1.65016 -0.07176
O -0.17569 -2.50695 -0.94391
O -0.07863 -1.86550 1.25228
H 0.49117 0.51588 3.45555
H 1.59270 -0.49573 2.62477
H 0.62919 -1.29157 3.72736
H -1.48949 -1.01836 2.49969
H 0.16955 0.98360 1.02721
H -1.65192 0.85960 1.11798
C -5.93943 -6.23316 -0.81273
C -5.71388 -7.14752 -2.03627
C -6.51298 -8.43245 -2.08302
O -7.19806 -8.40272 -3.33456
C -6.92461 -7.25357 -3.99152
O -7.37780 -6.83732 -5.04168
O -6.16298 -6.43894 -3.20383
H -5.73387 -6.65279 0.17204
H -6.95743 -5.84527 -0.84919
H -5.27667 -5.37399 -0.91608
H -4.69036 -7.49644 -2.17328
H -7.19532 -8.50063 -1.23575
H -5.91671 -9.34319 -2.02712
C -2.87130 8.21674 -4.43960
C -3.50250 8.45716 -3.12366
C -2.69531 8.08256 -1.89084
O -2.54084 9.28967 -1.22746
C -3.16574 10.27106 -1.88141
O -3.06923 11.46104 -1.60210
O -3.72804 9.81440 -2.99136
H -2.60691 7.18127 -4.65407
H -1.99589 8.82977 -4.65394
H -3.57507 8.61109 -5.17261
H -4.48349 7.98279 -3.09691
H -1.75054 7.60185 -2.14470
H -3.32006 7.35905 -1.36709
C -10.36303 0.39372 -5.50275
C -9.83860 0.61022 -4.12141
C -8.87001 -0.39658 -3.59582
O -7.90508 0.32058 -2.87933
C -7.88985 1.51976 -3.33470
O -7.02360 2.28809 -3.06133
O -8.90182 1.61795 -4.28158
H -11.10804 -0.40185 -5.49160
H -9.55093 0.04249 -6.13934
H -10.76169 1.31231 -5.93329
H -10.61209 0.84890 -3.39145
H -8.49392 -1.06156 -4.37331
H -9.43750 -1.01044 -2.89637
C 11.61449 6.44904 1.88644
C 10.59075 6.32577 3.01313
C 9.45963 7.31990 3.06086
O 8.28457 6.48448 3.40232
C 8.66132 5.17618 3.31918
O 7.89017 4.23993 3.33334
O 9.99539 5.08035 3.03557
H 11.07614 6.61651 0.95358
H 12.20245 5.53186 1.92063
H 12.29996 7.25614 2.14495
H 11.26969 6.36945 3.86473
H 9.20792 7.85325 2.14419
H 9.67933 7.96946 3.90815
C 7.15807 -2.66720 -0.66606
C 6.44050 -2.37350 -1.98139
C 7.28963 -1.67816 -3.04837
O 7.29379 -2.61234 -4.11121
C 6.58667 -3.70831 -3.83843
O 6.49983 -4.67498 -4.55916
O 6.09388 -3.63433 -2.61167
H 7.49142 -1.71251 -0.25921
H 8.03012 -3.31120 -0.77963
H 6.45655 -3.09774 0.04851
H 5.53408 -1.78202 -1.85227
H 8.27613 -1.44518 -2.64758
H 6.91191 -0.70694 -3.36801
C -8.52832 0.41029 3.92584
C -7.97901 1.84104 4.02767
C -8.52830 2.59808 5.19626
O -7.35378 2.91969 5.89899
C -6.28057 2.44404 5.29121
O -5.16049 2.62372 5.66337
O -6.56694 1.72480 4.23127
H -9.56272 0.35123 3.58726
H -8.48413 -0.01798 4.92720
H -7.93000 -0.22250 3.27033
H -8.00078 2.32239 3.04996
H -9.23148 2.03438 5.80936
H -9.02996 3.50154 4.84963
F -1.48083 2.52788 -9.30026
C -2.54294 1.68449 -9.09535
C -3.43555 1.42205 -10.10888
C -4.48799 0.51400 -9.95480
C -4.64426 -0.25252 -8.78797
C -3.69360 -0.03137 -7.74520
C -2.75115 0.96658 -7.92491
H -3.31488 2.00131 -11.01237
H -5.04979 0.29277 -10.85026
H -5.42391 -0.99861 -8.74446
H -3.73881 -0.57674 -6.81412
H -2.03408 1.17576 -7.14487
F 4.00377 3.69236 11.32072
C 4.96541 2.99417 10.70556
C 6.27487 3.25457 11.03192
C 7.26141 2.54226 10.33434
C 6.89540 1.62795 9.35112
C 5.58158 1.42454 8.97556
C 4.58959 2.04065 9.71943
H 6.43305 3.98357 11.81290
H 8.31451 2.60377 10.56583
H 7.72697 1.12870 8.87610
H 5.25174 0.88230 8.10172
H 3.54263 1.80696 9.59426
F 4.67217 -5.85414 8.99238
C 5.90228 -6.31496 9.48822
C 5.89131 -7.41398 10.27418
C 7.07279 -8.03743 10.61246
C 8.28578 -7.44431 10.25424
C 8.25898 -6.25514 9.55419
C 7.07094 -5.75806 9.06332
H 4.93291 -7.84459 10.52408
H 7.03863 -8.92689 11.22410
H 9.23908 -7.88064 10.51353
H 9.20196 -5.76908 9.35189
H 7.07943 -4.92572 8.37518
F 3.43920 4.34600 -3.16350
C 3.59706 5.70235 -3.14667
C 3.38200 6.45966 -4.31151
C 3.51787 7.82493 -4.24512
C 3.80046 8.47912 -3.01318
C 4.06562 7.74258 -1.87213
C 3.96793 6.34215 -1.98808
H 3.09941 5.95403 -5.22304
H 3.12716 8.40379 -5.06894
H 3.82736 9.55728 -2.95620
H 4.34447 8.17570 -0.92289
H 4.19302 5.63201 -1.20613
F -2.08759 -10.43999 -10.74762
C -1.42647 -9.77354 -9.72442
C -0.30756 -10.34201 -9.14889
C 0.27261 -9.87262 -7.93788
C -0.29605 -8.70867 -7.41415
C -1.53847 -8.19518 -7.89614
C -1.99646 -8.68719 -9.11915
H 0.04821 -11.31126 -9.46573
H 1.07814 -10.41151 -7.46132
H 0.08955 -8.33025 -6.47900
H -2.04574 -7.33335 -7.48833
H -2.86586 -8.26972 -9.60522
C -4.39861 -3.17290 8.47643
Br -6.25726 -3.45546 9.28636
Br -3.87706 -4.42512 7.03082
Br -3.04133 -3.32643 9.95092
H -4.33830 -2.17381 8.04482
*
```